{
  "formula": "C5H9ClN2O",
  "method": "the ωB97M-V functional and the def2-TZVPD basis",
  "lumo_ha": [-0.0219, -0.0473],
  "total_charge": 0,
  "multiplicity": 1,
  "symbols": ["C", "C", "C", "C", "C", "N", "N", "O", "Cl", "H", "H", "H", "H", "H", "H", "H", "H", "H"],
  "xyz": [[0.54119, -1.26782, -1.07392], [0.94375, 0.17288, -1.13975], [1.50299, -1.65348, 1.31635], [-0.72574, 1.57112, 0.17454], [-2.12777, 1.70231, 0.61591], [0.79455, -1.95756, 0.11365], [-0.34250, 0.96680, -0.94065], [-0.19730, -1.79866, -1.89837], [0.44862, 2.11654, 1.26954], [1.78633, 0.40743, -0.49278], [1.30508, 0.42733, -2.07224], [1.95254, -0.65547, 1.34590], [1.88699, -2.46532, 1.96208], [-2.57760, 1.16365, -0.18824], [-2.37927, 2.68903, 0.84179], [-2.24298, 1.16538, 1.51315], [0.54064, -2.95362, -0.04393], [-1.10953, 0.36946, -1.30304]]
}

{
  "formula": "C5H9ClOSi",
  "method": "the ωB97M-V functional and the def2-TZVPD basis",
  "lumo_ha": [0.0204, 0.0204],
  "total_charge": 0,
  "smiles": "C=C/[Si](Cl)=C\\C.C=O",
  "multiplicity": 1,
  "symbols": ["C", "C", "Si", "Cl", "C", "C", "H", "H", "H", "H", "H", "H", "H", "C", "O", "H", "H"],
  "xyz": [[2.59390, -1.29567, 0.43985], [1.84252, -1.32458, 1.50823], [-0.03381, -1.40101, 1.28158], [-0.62095, -3.43258, 1.46847], [-1.16859, -0.06413, 1.04675], [-0.69853, 1.21994, 0.47488], [3.67679, -1.14654, 0.52312], [2.17266, -1.36698, -0.52033], [2.20390, -1.28228, 2.57337], [-2.29407, 0.01093, 1.21239], [-0.93933, 2.24957, 0.98638], [0.30573, 1.22893, 0.23423], [-1.22531, 1.31980, -0.46304], [-1.35467, -0.23910, -2.25475], [-1.04574, -1.15781, -1.48460], [-2.40283, -0.00855, -2.44420], [-0.51680, 0.19079, -2.91939]]
}

{
  "formula": "C5H9ClS2",
  "method": "the ωB97M-V functional and the def2-TZVPD basis",
  "lumo_ha": 0.0273,
  "total_charge": 0,
  "smiles": "C=C(Cl)C(SC)SC",
  "multiplicity": 1,
  "symbols": ["C", "C", "Cl", "C", "S", "C", "S", "C", "H", "H", "H", "H", "H", "H", "H", "H", "H"],
  "xyz": [[0.95294, -0.81961, 1.29811], [1.03126, -0.63079, -0.02289], [2.42421, -1.23176, -0.87106], [0.10819, 0.17062, -0.90552], [0.65003, 1.91057, -1.17511], [0.79669, 2.38355, 0.53374], [-1.65711, 0.15429, -0.33097], [-2.04091, -1.56380, -0.70566], [0.03569, -0.40935, 1.78268], [1.63203, -1.37262, 1.87465], [0.12035, -0.30167, -1.86541], [1.72562, 1.93335, 1.06139], [-0.13179, 2.00193, 1.04839], [0.84814, 3.49629, 0.64352], [-1.66071, -2.23199, 0.05546], [-3.12981, -1.65718, -0.70784], [-1.70484, -1.83183, -1.71347]]
}

{
  "formula": "C5H9F",
  "method": "the ωB97M-V functional and the def2-TZVPD basis",
  "lumo_ha": 0.0429,
  "total_charge": 0,
  "smiles": "C/C=C/CCF",
  "multiplicity": 1,
  "symbols": ["C", "C", "C", "C", "C", "F", "H", "H", "H", "H", "H", "H", "H", "H", "H"],
  "xyz": [[-3.09852, 0.22121, 0.08488], [-1.79488, -0.38146, -0.00832], [-0.64784, 0.22523, -0.11237], [0.66876, -0.45890, -0.11350], [1.78227, 0.52659, -0.01573], [2.95034, -0.17034, 0.11034], [-3.02231, 1.26611, -0.26094], [-3.65517, 0.01496, 1.06120], [-3.76287, -0.31413, -0.60221], [-1.79627, -1.47860, 0.07752], [-0.56023, 1.37395, -0.16486], [0.55369, -1.05824, 0.76529], [0.70086, -1.28461, -0.90345], [1.88652, 1.10037, -0.88395], [1.64392, 1.11715, 0.90851]]
}

E (hartree)
-840.67598; -1020.73494; -1452.44507; -295.72408
Molecular weight (g/mol)
148.6; 148.7; 168.7; 88.1